C25H36N11Sn as an isolated structure at a distorted geometry. Source: the OMol25 dataset; level of theory: ωB97M-V with the def2-TZVPD basis set.

frontier orbital gap (alpha / beta) = 4.551 / 4.500 eV
highest occupied orbital energy (alpha / beta) = -16.286 / -16.283 eV
net charge = +3
E_tot = -48702.83529 eV
LUMO level (alpha / beta) = -0.431 / -0.433 hartree

Structure (XYZ):
```
73
Properties=species:S:1:pos:R:3:forces:R:3:lowdin_charge:R:1
Sn 10.477 11.887 10.167 -0.14 0.09 0.78 1.275
C 7.122 10.433 11.320 0.19 0.61 0.75 -0.040
N 8.199 9.607 10.845 1.57 -0.87 -0.49 -0.153
C 8.987 8.844 11.860 0.01 0.94 0.15 0.007
C 8.632 9.688 9.566 -1.80 -0.43 0.60 -0.418
N 9.982 9.758 9.350 1.22 0.24 -0.53 0.025
C 10.714 9.022 8.504 -1.22 -0.67 0.57 -0.146
C 10.084 7.818 7.928 0.11 0.11 -0.39 0.084
C 10.753 6.976 7.090 0.27 0.70 -0.13 0.029
C 12.110 7.283 6.801 -0.27 -1.52 -0.19 0.102
C 12.775 8.360 7.385 -0.76 -0.19 -0.27 -0.144
C 14.135 8.411 7.094 0.57 0.00 -0.48 0.094
C 14.958 9.338 7.721 -0.01 0.71 1.01 0.035
C 14.362 10.127 8.670 0.45 -0.47 -0.76 0.086
C 12.937 10.142 8.978 1.44 0.16 0.02 -0.193
N 12.568 10.973 9.916 -0.76 1.02 1.08 0.023
C 13.387 11.624 10.870 0.40 -0.01 1.26 -0.392
N 13.238 12.958 10.972 -0.48 0.20 -0.40 -0.135
C 13.258 13.823 12.189 -0.16 -0.74 0.16 -0.006
C 13.052 13.783 9.776 0.91 0.01 -1.52 -0.067
N 14.096 10.921 11.761 -0.19 0.41 0.09 -0.071
C 13.881 9.454 11.962 0.40 1.15 -1.02 0.003
C 14.945 11.586 12.855 -1.44 -1.57 -0.79 0.049
C 12.093 9.261 8.262 0.22 -0.51 -0.19 -0.027
N 7.725 9.845 8.604 -0.09 0.27 0.05 -0.093
C 6.285 9.549 8.791 0.16 -0.44 -0.31 0.010
C 7.988 10.439 7.299 0.08 -0.44 -0.76 -0.006
H 7.531 10.936 12.218 -0.57 -0.13 -0.29 0.116
H 6.273 9.808 11.573 -0.35 0.34 0.15 0.109
H 6.897 11.197 10.570 -0.21 -0.18 0.38 0.100
H 8.328 8.282 12.550 0.09 0.55 -0.46 0.119
H 9.667 9.536 12.447 -0.77 -0.83 -0.69 0.072
H 9.541 8.112 11.299 0.51 -0.27 0.09 0.081
H 9.036 7.616 8.150 0.28 0.14 0.08 0.139
H 10.283 6.125 6.601 0.03 0.12 0.32 0.144
H 12.676 6.528 6.218 -0.32 0.84 0.18 0.162
H 14.545 7.733 6.356 -0.04 -0.11 0.04 0.152
H 16.032 9.444 7.561 -0.34 -0.24 -0.24 0.150
H 15.003 10.815 9.182 0.06 0.39 0.36 0.132
H 14.241 14.282 12.356 -0.41 0.01 -0.14 0.112
H 12.949 13.230 13.055 0.18 0.27 -0.28 0.064
H 12.488 14.581 12.010 0.33 -0.04 0.10 0.112
H 13.137 13.214 8.841 -0.32 -0.25 0.39 0.088
H 13.935 14.423 9.693 -0.31 0.42 0.26 0.118
H 12.129 14.384 9.702 0.38 -0.29 0.57 0.093
H 12.887 9.126 11.663 0.16 0.17 -0.25 0.083
H 13.973 9.274 13.004 0.22 -0.27 0.88 0.083
H 14.692 8.981 11.412 -0.17 -0.55 0.12 0.105
H 15.320 12.504 12.474 0.53 0.51 -0.08 0.079
H 15.714 10.880 13.149 0.28 0.05 -0.35 0.109
H 14.311 11.717 13.730 -0.01 0.22 -0.04 0.090
H 6.179 8.831 9.610 -0.19 0.25 -0.30 0.106
H 5.958 9.088 7.842 0.01 0.21 0.54 0.120
H 5.706 10.470 8.961 0.17 -0.42 -0.03 0.118
H 9.006 10.775 7.227 0.38 0.16 0.00 0.058
H 7.321 11.291 7.134 0.06 -0.16 0.07 0.118
H 7.818 9.689 6.503 -0.07 0.36 0.38 0.121
N 10.538 12.500 8.187 0.19 -0.18 -0.29 -0.071
C 9.764 13.241 7.647 1.03 -0.73 0.31 -0.388
N 8.989 13.899 6.983 -1.06 1.23 -0.49 0.142
C 8.582 15.132 7.350 -0.39 0.56 0.21 -0.299
N 8.190 16.161 7.707 0.36 -0.83 -0.38 0.166
C 11.438 9.708 15.906 -0.13 -0.93 -0.52 -0.019
N 11.432 11.006 15.241 0.20 0.44 -1.41 -0.186
C 11.237 12.258 16.003 -0.02 -0.12 -0.04 0.005
C 11.485 11.034 13.919 -0.17 0.32 -0.35 -0.244
N 11.545 11.084 12.743 -0.35 -0.24 1.95 0.107
H 12.230 9.672 16.648 -0.12 0.09 0.28 0.099
H 11.686 8.927 15.149 -0.29 0.54 0.54 0.102
H 10.448 9.483 16.333 0.47 0.08 0.02 0.109
H 11.804 12.169 16.926 -0.06 0.04 0.07 0.103
H 10.183 12.431 16.219 0.03 -0.11 0.08 0.102
H 11.616 13.117 15.448 0.03 -0.18 -0.06 0.090
```
Positions in Å, forces in eV/Å.


A 3-piece molecular cluster, C25H36N3O5P overall at a distorted geometry. Source: the OMol25 dataset; level of theory: ωB97M-V with the def2-TZVPD basis set.

frontier orbital gap = 6.903 eV
SMILES = Cc1c(C[C@H](C)O)cc2c(c1P(O)O)C(=O)C=C(CCCN)C2=O.CCCC#N.CCCC#N
highest occupied orbital energy = -7.509 eV
E_tot = -50497.45182 eV
LUMO level = -0.022 hartree

Structure (XYZ):
```
70
Properties=species:S:1:pos:R:3:forces:R:3:nbo_charge:R:1
C -1.381 -2.490 3.480 0.09 0.68 -1.08 -0.672
C -0.950 -1.274 2.520 0.27 2.60 -1.92 0.021
C -1.933 -0.110 2.180 2.18 0.32 -0.55 0.007
C -3.448 -0.032 2.752 0.98 -0.10 -2.01 -0.473
C -4.401 -0.340 1.459 -0.23 0.60 -0.76 0.106
C -5.318 0.932 1.073 -0.16 0.06 -0.41 -0.663
O -5.224 -1.534 1.648 -0.25 1.87 0.46 -0.718
C -1.545 1.072 1.215 2.93 -2.82 0.70 -0.199
C -0.140 1.061 0.578 -0.83 -2.06 1.57 -0.115
C 0.870 -0.105 0.899 -2.20 -0.04 0.84 -0.089
C 0.500 -1.276 1.865 -4.00 2.20 -1.14 -0.357
P 1.828 -2.608 2.128 3.24 1.24 0.63 1.317
O 1.952 -3.654 0.773 -1.75 -0.61 2.02 -0.966
O 1.641 -3.455 3.603 -1.62 -0.24 -2.59 -0.971
C 2.288 -0.006 0.124 1.12 -0.05 0.37 0.534
O 3.389 -0.304 0.631 -3.71 0.97 -1.87 -0.490
C 2.159 0.575 -1.379 -2.13 1.74 0.18 -0.264
C 1.230 1.623 -1.684 1.80 -2.05 0.67 -0.050
C 1.105 2.128 -3.197 -0.94 -0.31 0.45 -0.436
C 0.703 3.673 -3.361 0.08 -0.36 -0.08 -0.425
C -0.880 3.957 -3.223 0.53 0.61 1.73 -0.234
N -1.458 4.733 -4.379 -1.14 -0.61 1.10 -0.839
C 0.341 2.199 -0.463 -0.09 0.84 0.45 0.547
O 0.076 3.412 -0.298 0.66 -3.96 -0.69 -0.527
H -0.664 -2.538 4.362 -0.87 -0.09 -1.28 0.238
H -1.358 -3.459 2.856 0.10 1.75 1.14 0.256
H -2.441 -2.404 3.887 1.42 0.15 -0.67 0.222
H -3.641 1.054 3.040 0.27 -1.57 0.06 0.225
H -3.646 -0.790 3.578 0.23 1.26 -1.13 0.238
H -3.776 -0.558 0.512 -0.75 0.25 1.77 0.195
H -4.699 1.881 0.874 -0.74 -1.51 0.44 0.218
H -6.087 1.196 1.880 1.13 -0.46 -0.88 0.205
H -5.911 0.744 0.101 0.98 0.06 1.53 0.226
H -6.039 -1.184 2.080 0.76 -0.68 -0.39 0.461
H -2.298 1.912 0.987 1.44 -1.49 0.41 0.239
H 1.579 -4.554 0.962 0.21 0.99 -0.45 0.486
H 0.912 -4.123 3.547 0.38 0.49 0.40 0.493
H 2.796 0.123 -2.226 -0.87 0.82 1.71 0.245
H 2.050 1.825 -3.777 -1.33 0.61 1.01 0.238
H 0.239 1.515 -3.661 1.36 0.85 0.66 0.222
H 1.044 4.014 -4.395 -0.56 -0.41 1.34 0.220
H 1.259 4.278 -2.570 -0.71 -0.74 -1.14 0.221
H -0.992 4.624 -2.284 0.19 -1.28 -1.34 0.199
H -1.492 3.008 -2.978 1.12 1.29 -0.63 0.181
H -1.807 5.622 -3.968 0.40 -0.79 -0.64 0.355
H -2.334 4.223 -4.613 0.87 0.66 -0.17 0.354
C 1.187 -7.222 6.394 0.06 -0.04 0.01 -0.614
C 0.206 -6.260 7.057 0.41 -0.08 0.05 -0.385
C -1.121 -6.150 6.303 0.31 0.40 -0.60 -0.505
C -0.877 -5.639 4.913 0.10 0.80 -2.50 0.367
N -0.685 -5.236 3.820 -0.35 -1.92 3.65 -0.426
H 1.467 -6.885 5.392 -0.06 -0.03 0.05 0.216
H 2.106 -7.290 6.981 -0.10 -0.02 -0.05 0.224
H 0.759 -8.225 6.314 0.06 0.07 -0.01 0.204
H 0.673 -5.273 7.132 -0.15 -0.05 0.02 0.216
H 0.009 -6.601 8.077 -0.13 0.09 -0.09 0.214
H -1.793 -5.462 6.822 -0.01 -0.01 -0.21 0.255
H -1.613 -7.124 6.245 0.03 0.10 -0.16 0.250
C 3.311 5.128 -7.972 -0.05 0.05 -0.06 -0.613
C 3.627 5.083 -6.481 -0.21 0.20 -0.21 -0.384
C 4.562 3.931 -6.105 -0.60 -0.57 -0.17 -0.503
C 3.924 2.618 -6.457 -0.89 -2.47 -0.50 0.290
N 3.420 1.587 -6.733 1.53 3.29 0.88 -0.343
H 2.784 4.228 -8.299 0.09 0.03 0.05 0.218
H 2.666 5.980 -8.198 0.09 -0.06 0.00 0.218
H 4.225 5.227 -8.565 -0.08 -0.02 0.02 0.202
H 2.690 4.998 -5.922 0.15 -0.01 0.04 0.212
H 4.092 6.030 -6.188 0.03 -0.13 0.09 0.209
H 4.770 3.950 -5.032 0.00 -0.17 -0.10 0.251
H 5.514 4.020 -6.635 -0.09 -0.13 0.01 0.243
```
Positions in Å, forces in eV/Å.


A 2-piece molecular cluster, C25H37BrClF17N2O4P overall at a distorted geometry. Source: the OMol25 dataset; level of theory: ωB97M-V with the def2-TZVPD basis set.

frontier orbital gap = 8.665 eV
highest occupied orbital energy = -11.057 eV
net charge = +1
E_tot = -175740.72821 eV
LUMO level = -0.088 hartree

Structure (XYZ):
```
88
Properties=species:S:1:pos:R:3:forces:R:3:lowdin_charge:R:1
C 4.880 4.782 2.434 0.27 -0.10 -0.46 -0.026
C 5.746 4.174 1.305 0.73 -0.09 1.34 -0.358
O 7.129 4.339 1.691 -0.19 -0.21 -0.09 -0.058
C 5.522 2.665 1.079 0.64 0.53 -0.88 -0.144
O 4.774 2.458 -0.130 -0.58 -0.43 0.67 -0.120
C 3.440 2.157 0.084 1.24 0.43 -0.59 -0.759
Cl 2.527 3.257 -1.038 -0.23 -0.20 0.18 0.680
O 3.254 0.828 -0.243 -0.50 -0.05 0.46 -0.061
C 2.256 0.111 0.479 -0.96 0.44 0.79 -0.318
C 0.922 0.893 0.648 0.60 -0.44 -0.47 -0.140
C -0.170 -0.081 1.122 0.72 0.58 0.08 -0.054
C -1.571 0.249 0.612 0.25 -1.33 0.22 -0.414
F -1.978 -0.808 -0.181 -0.17 -0.30 -0.13 0.081
F -1.605 1.300 -0.192 -0.17 1.06 -0.31 0.157
C -2.652 0.321 1.715 1.57 -0.01 0.27 -0.401
F -2.414 -0.742 2.503 0.37 -0.59 0.64 0.155
F -3.856 0.130 1.243 -1.42 0.50 -0.81 0.202
C -2.581 1.557 2.645 -1.24 -0.10 -0.49 -0.366
F -1.399 1.636 3.224 1.51 0.21 -0.02 0.183
F -3.431 1.300 3.630 -1.00 -0.23 0.53 0.188
C -3.005 2.927 2.012 0.48 0.64 -0.08 -0.353
F -3.630 2.801 0.840 0.00 -0.64 -0.71 0.177
F -3.874 3.491 2.834 -0.54 0.37 0.73 0.188
C -1.847 3.954 1.855 -0.34 0.54 0.23 -0.355
F -0.730 3.425 1.357 0.35 -0.59 -0.43 0.161
F -1.562 4.392 3.084 0.12 0.21 0.77 0.175
C -2.207 5.187 0.972 0.90 -0.10 0.24 -0.375
F -2.017 4.824 -0.293 0.18 -0.21 -0.94 0.179
F -3.465 5.563 1.110 -0.94 0.02 0.29 0.195
C -1.317 6.432 1.312 -1.18 -0.26 -1.43 -0.393
F -1.899 7.022 2.338 -0.02 0.58 1.21 0.195
F -0.068 6.099 1.572 0.90 -0.38 0.44 0.194
C -1.282 7.466 0.155 0.79 -0.13 1.20 -0.642
F -0.647 8.526 0.606 0.50 1.11 0.69 0.205
F -0.592 7.026 -0.854 0.59 -0.91 -1.48 0.220
F -2.470 7.826 -0.213 -1.67 0.18 -0.58 0.235
C 2.792 -0.566 1.787 -0.61 -0.72 -0.50 -0.539
N 4.043 -1.281 1.489 -0.24 0.68 0.69 0.016
P 2.963 0.563 3.256 1.15 0.54 0.26 0.565
O 1.432 1.019 3.683 0.32 -0.52 -0.49 -0.361
Br 3.572 -0.887 4.860 -0.47 0.24 -0.53 0.308
H 4.110 5.459 2.064 -0.26 -0.31 0.02 0.077
H 5.537 5.391 3.053 -0.02 0.03 0.02 0.081
H 4.483 3.976 3.058 -0.29 0.23 0.01 0.064
H 5.666 4.714 0.367 -0.18 -0.10 -0.11 0.148
H 7.259 3.806 2.487 0.14 0.20 -0.05 0.091
H 5.112 2.144 1.948 -0.34 0.12 -0.09 0.084
H 6.508 2.234 0.897 -0.06 -0.01 -0.14 0.133
H 3.158 2.421 1.103 -0.33 -0.14 0.00 0.092
H 1.979 -0.727 -0.168 0.36 -0.05 -0.14 0.127
H 1.028 1.740 1.320 -0.08 -0.01 0.03 0.083
H 0.724 1.308 -0.340 -0.27 -0.04 0.04 0.099
H -0.119 -0.155 2.205 -0.28 0.10 0.03 0.109
H 0.095 -1.073 0.762 -0.29 -0.10 -0.14 0.105
H 2.054 -1.336 2.051 -0.07 0.14 0.00 0.108
H 4.792 -0.592 1.482 0.15 -0.26 -0.23 0.066
H 3.954 -1.638 0.544 0.27 -0.02 0.01 0.079
H 1.436 1.985 3.611 -0.19 -0.12 0.31 0.047
C 0.196 -2.605 -1.787 0.13 -0.11 -0.15 -0.092
C -1.011 -2.482 -2.717 0.20 0.07 0.25 -0.205
C -2.253 -3.280 -2.328 0.19 0.27 -0.32 -0.125
N -2.209 -4.784 -2.550 -0.31 0.21 0.13 -0.258
C -1.874 -5.084 -3.992 0.07 -0.23 -0.06 -0.104
C -2.042 -6.555 -4.331 -0.08 -0.17 0.05 -0.159
C -3.450 -7.042 -4.025 -0.07 0.00 -0.07 -0.179
C -3.821 -6.750 -2.578 0.10 -0.19 -0.03 -0.164
C -3.609 -5.287 -2.228 -0.06 -0.24 -0.06 -0.102
C -1.226 -5.424 -1.623 -0.05 -0.13 -0.16 0.033
H 0.798 -3.485 -2.014 0.05 0.01 0.11 0.068
H 0.852 -1.744 -1.916 -0.03 0.01 -0.02 0.079
H -0.108 -2.642 -0.741 0.00 -0.04 0.00 0.066
H -0.710 -2.678 -3.746 -0.11 0.00 -0.02 0.110
H -1.316 -1.434 -2.700 -0.23 -0.09 -0.02 0.119
H -3.088 -2.918 -2.928 -0.04 -0.13 0.01 0.136
H -2.505 -3.124 -1.279 0.05 -0.06 0.01 0.131
H -2.536 -4.469 -4.604 -0.01 0.04 0.07 0.150
H -0.845 -4.775 -4.160 -0.05 0.12 0.04 0.131
H -1.827 -6.696 -5.391 0.09 0.14 0.02 0.131
H -1.309 -7.157 -3.788 0.02 0.03 -0.02 0.122
H -3.527 -8.112 -4.220 -0.01 0.02 -0.01 0.124
H -4.163 -6.548 -4.693 0.02 0.01 0.01 0.126
H -3.253 -7.398 -1.906 -0.01 0.02 0.01 0.115
H -4.870 -6.998 -2.411 0.00 0.14 0.11 0.131
H -3.773 -5.106 -1.166 0.04 0.11 -0.03 0.143
H -4.301 -4.670 -2.801 0.08 0.07 0.01 0.141
H -1.343 -4.984 -0.636 0.04 0.01 -0.02 0.120
H -0.225 -5.268 -2.007 0.01 0.08 0.09 0.100
H -1.411 -6.492 -1.573 -0.04 0.03 0.01 0.099
```
Positions in Å, forces in eV/Å.


- Which of these has the lowest E_tot?
  C25H37BrClF17N2O4P


- Among the records above, which one has the lowest E_tot?
  C25H37BrClF17N2O4P


- Which value of E_tot does entry 2 give?
  -50497.45182 eV


- The highest E_tot belongs to which entry?
  C25H36N11Sn